Record 1
Below is a structure of composition C16H30F9NiO10, with properties calculated with ωB97M-V/def2-TZVPD.

Output
largest force on an atom = 0.04207 hartree/bohr
2S+1 = 3
calculated total energy = -3787.23814 a.u.
LUMO energy (alpha / beta) = 2.65 / 2.65 eV
ΔE to the lowest compared entry with this formula, charge and spin = 0.0 kcal per mole
charge = -1
orbital gap (alpha / beta) = 7.81 / 7.76 eV

Last column: natural (NBO) charge in e.
CARTESIAN COORDINATES (ANGSTROEM)
Ni: 0.121 0.117 0.669  1.586
C: -0.568 0.099 -2.479  0.353
O: 0.623 0.677 -3.031  -0.550
O: -0.617 0.355 -1.207  -0.912
C: -1.794 0.582 -3.277  0.919
F: -1.855 0.061 -4.525  -0.351
F: -2.936 0.185 -2.665  -0.351
F: -1.865 1.917 -3.382  -0.326
C: 1.065 0.195 -4.291  -0.071
C: 2.409 0.815 -4.553  -0.635
H: 2.977 0.270 -5.306  0.195
H: 2.331 1.870 -4.822  0.208
H: 2.938 0.853 -3.596  0.228
H: 0.304 0.450 -5.039  0.168
H: 1.092 -0.908 -4.270  0.147
H: -0.559 -1.014 -2.662  0.075
C: 3.046 -0.657 -0.369  0.350
O: 2.498 -1.939 -0.875  -0.629
O: 2.181 0.124 0.155  -0.859
C: 4.232 -1.100 0.508  0.914
F: 3.946 -2.074 1.394  -0.348
F: 5.273 -1.535 -0.231  -0.348
F: 4.694 -0.055 1.227  -0.334
C: 2.850 -2.323 -2.181  -0.058
C: 1.975 -3.527 -2.535  -0.623
H: 2.026 -4.220 -1.691  0.201
H: 0.931 -3.237 -2.664  0.209
H: 2.298 -4.049 -3.437  0.199
H: 3.887 -2.674 -2.201  0.160
H: 2.641 -1.531 -2.905  0.179
H: 3.501 -0.195 -1.275  0.101
C: -0.263 2.855 1.747  0.342
O: -1.055 1.995 2.640  -0.604
O: 0.562 2.120 1.076  -0.863
C: -1.326 3.557 0.874  0.919
F: -2.335 4.088 1.629  -0.366
F: -0.818 4.549 0.138  -0.331
F: -1.923 2.695 0.044  -0.321
C: -1.400 2.452 3.893  -0.045
C: -2.490 1.530 4.471  -0.627
H: -2.728 1.924 5.467  0.191
H: -3.392 1.534 3.860  0.220
H: -2.108 0.521 4.637  0.198
H: -1.783 3.472 4.014  0.168
H: -0.593 2.359 4.646  0.132
H: 0.242 3.651 2.334  0.106
C: 0.235 -2.534 1.989  -0.084
C: 1.066 -1.662 2.898  -0.105
O: 0.461 -0.378 2.856  -0.731
O: 0.202 -1.947 0.699  -0.780
H: -0.794 -2.589 2.351  0.188
H: 0.619 -3.559 1.975  0.175
H: 2.109 -1.637 2.591  0.202
H: 1.076 -2.087 3.913  0.156
H: 0.805 0.135 3.592  0.496
H: 0.958 -2.266 0.154  0.535
C: -3.058 -0.661 0.594  -0.075
C: -3.940 0.485 0.230  -0.101
O: -4.159 1.263 1.394  -0.741
O: -1.918 -0.211 1.323  -0.773
H: -2.714 -1.234 -0.263  0.216
H: -3.606 -1.340 1.265  0.146
H: -4.881 0.125 -0.207  0.153
H: -3.483 1.076 -0.564  0.210
H: -4.969 1.764 1.283  0.475
H: -2.244 0.427 1.976  0.521



Record 2
Below is a cluster of 3 separate species, C16H30FNO14P2S2 in total, with properties calculated with ωB97M-V/def2-TZVPD.

Output
largest force on an atom = 0.06394 hartree/bohr
calculated total energy = -3314.77451 a.u.
LUMO energy = 0.21 eV
orbital gap = 9.81 eV

Last column: natural (NBO) charge in e.
CARTESIAN COORDINATES (ANGSTROEM)
C: -0.366 -3.098 2.472  -0.746
C: -1.861 -2.877 2.169  0.806
O: -2.614 -3.696 2.527  -0.501
O: -2.378 -1.731 1.543  -0.535
C: -1.869 -1.489 0.277  0.826
O: -0.714 -1.260 0.085  -0.575
C: -2.820 -1.454 -0.946  -0.515
C: -2.953 -2.792 -1.739  -0.306
C: -3.761 -3.949 -1.055  0.694
O: -4.908 -4.221 -1.128  -0.537
N: -2.771 -4.612 -0.310  -0.649
C: -1.464 -4.480 -0.983  -0.254
C: -1.673 -3.567 -2.226  -0.285
C: -2.114 -4.405 -3.524  -0.536
C: -2.241 -5.924 -3.267  0.866
O: -1.420 -6.633 -3.682  -0.518
F: -3.271 -6.474 -2.577  -0.336
P: -0.275 -2.503 -2.903  0.159
P: 1.661 -2.952 -2.033  2.051
O: 2.287 -1.744 -1.449  -1.094
O: 2.657 -3.489 -3.229  -0.957
O: 1.682 -4.140 -0.915  -0.979
H: 0.276 -2.267 2.101  0.246
H: -0.195 -3.151 3.563  0.261
H: 0.030 -4.016 1.988  0.229
H: -3.837 -1.230 -0.540  0.258
H: -2.576 -0.587 -1.591  0.250
H: -3.499 -2.460 -2.652  0.237
H: -3.004 -5.516 0.089  0.417
H: -0.852 -3.917 -0.232  0.189
H: -0.845 -5.399 -1.083  0.243
H: -1.359 -4.289 -4.323  0.266
H: -3.075 -4.052 -3.952  0.243
H: -0.552 -1.181 -2.442  0.056
H: 2.662 -2.790 -3.906  0.508
H: 1.466 -3.734 -0.056  0.517
O: -2.235 2.521 0.654  -0.946
S: -1.202 2.219 1.604  2.374
O: -1.374 1.212 2.607  -0.935
O: -0.730 3.581 2.306  -0.719
C: -1.720 4.383 2.967  -0.077
C: -2.168 3.772 4.282  -0.642
C: 0.294 1.882 0.735  -0.890
H: -2.570 4.557 2.303  0.195
H: -1.258 5.351 3.160  0.192
H: -2.693 2.830 4.121  0.228
H: -2.845 4.447 4.808  0.216
H: -1.309 3.559 4.919  0.219
H: 0.458 2.660 -0.007  0.247
H: 0.182 0.915 0.248  0.270
H: 1.115 1.844 1.448  0.266
O: 4.041 6.159 1.774  -0.932
S: 3.468 5.362 0.733  2.382
O: 3.171 3.976 0.931  -0.939
O: 4.355 5.520 -0.591  -0.721
C: 5.755 5.207 -0.512  -0.077
C: 6.004 3.713 -0.432  -0.642
C: 2.015 6.160 0.128  -0.887
H: 6.211 5.729 0.333  0.197
H: 6.212 5.600 -1.420  0.196
H: 5.615 3.295 0.497  0.228
H: 7.073 3.500 -0.472  0.218
H: 5.506 3.195 -1.253  0.218
H: 2.236 7.208 -0.060  0.252
H: 1.249 6.067 0.896  0.255
H: 1.691 5.659 -0.782  0.251



- Which of these has the lowest calculated total energy?
  C16H30F9NiO10